(1)
A molecular structure, C36H28N8O5STi. Source: OMol25; level of theory: wB97M-V/def2-TZVPD.

```
79
Properties=species:S:1:pos:R:3:forces:R:3:mulliken_charge:R:1
Ti -0.2379 -0.2842 0.1583 -0.16 -0.23 -0.62 -0.5880
O 1.9213 2.9876 4.1476 0.04 -0.01 0.07 -0.7073
C 2.8913 2.0845 3.9113 -0.04 -0.01 0.01 0.3700
C 4.0560 2.1546 4.6757 0.03 0.00 0.01 -0.7214
C 5.0869 1.2560 4.4634 -0.04 0.02 -0.02 -0.2589
C 4.9768 0.2732 3.4859 0.03 -0.02 0.00 -1.0378
C 3.8167 0.1905 2.7343 -0.02 0.01 0.00 -0.3679
C 2.7638 1.0773 2.9391 0.14 0.07 0.02 0.1178
C 1.5412 0.9214 2.1151 -0.09 -0.03 0.03 1.1135
O 1.3977 -0.1256 1.4266 -0.07 -0.15 -0.06 -0.7034
N 0.6462 1.8924 2.1853 0.07 0.14 0.14 -1.3476
N -0.4535 1.5898 1.4118 0.05 -0.18 -0.04 1.1038
C -1.4174 2.4241 1.4654 -0.12 0.19 0.06 -0.6969
C -2.6900 2.2474 0.8003 -0.06 -0.06 -0.05 0.9818
C -3.6386 3.2695 0.8965 0.01 0.02 0.00 -0.7644
C -4.8904 3.1676 0.3223 -0.04 0.02 -0.01 -0.7299
C -5.2173 1.9901 -0.3587 0.03 0.03 0.03 -0.3628
C -4.3088 0.9618 -0.4647 -0.03 -0.01 -0.05 -0.7398
C -3.0093 1.0547 0.0913 0.01 0.09 -0.01 0.1896
O -2.1788 0.0868 -0.0754 0.04 -0.15 0.27 -0.2321
H 1.1954 2.7883 3.4879 0.00 0.06 -0.08 0.5697
H 4.1288 2.9302 5.4282 -0.01 0.00 0.00 0.3898
H 5.9874 1.3281 5.0635 0.01 0.00 0.00 0.3491
H 5.7912 -0.4176 3.3088 -0.01 -0.01 -0.01 0.3875
H 3.6952 -0.5483 1.9523 0.01 -0.02 0.00 0.4288
H -1.2879 3.3211 2.0750 -0.01 0.01 0.00 0.1707
H -3.3645 4.1672 1.4430 -0.01 0.00 0.00 0.3569
H -5.6063 3.9757 0.4054 0.01 0.01 0.01 0.3688
H -6.1982 1.8828 -0.8094 -0.01 0.00 0.00 0.3824
H -4.5491 0.0468 -0.9918 0.01 0.00 0.00 0.4159
C -0.9920 -2.3753 5.5203 -0.01 -0.05 -0.03 -0.4946
C -1.0590 -3.5141 4.7231 0.01 0.05 0.02 -0.4699
C -0.9988 -3.4290 3.3426 0.01 0.00 -0.02 -0.7498
C -0.8663 -2.1825 2.6997 -0.03 -0.06 0.02 0.4118
C -0.8137 -1.0412 3.5150 0.01 0.02 -0.01 -0.0253
C -0.8703 -1.1393 4.8937 0.01 0.02 -0.01 -0.8562
N -0.7862 -2.0493 1.3196 0.12 0.18 -0.22 1.5672
N -1.1253 -3.1600 0.6650 -0.02 -0.06 0.10 -1.1255
C -0.9453 -3.0739 -0.6968 -0.01 0.15 0.01 0.1078
C -1.3886 -4.1584 -1.4769 0.09 -0.02 0.01 -0.4875
C -1.2452 -4.1215 -2.8523 -0.02 -0.01 0.00 -0.4552
C -0.6802 -3.0024 -3.4644 0.00 0.02 0.00 -0.9159
C -0.2658 -1.9261 -2.6763 -0.01 -0.09 0.01 -0.4262
C -0.3647 -1.9232 -1.2877 -0.08 0.23 0.20 0.8367
H -1.0313 -2.4495 6.6008 0.00 0.00 0.00 0.3478
H -1.1516 -4.4912 5.1875 0.00 0.00 0.00 0.3292
H -1.0430 -4.3151 2.7281 0.00 -0.01 -0.01 0.3936
H -0.7391 -0.0684 3.0511 -0.01 -0.03 0.03 0.3049
H -0.8174 -0.2327 5.4868 0.00 0.00 -0.01 0.3826
H -1.8464 -5.0076 -0.9800 0.02 -0.01 -0.01 0.3963
H -1.5841 -4.9587 -3.4558 0.00 0.00 0.01 0.3009
H -0.5758 -2.9660 -4.5454 0.00 0.00 0.01 0.4361
H 0.1509 -1.0568 -3.1796 0.02 0.04 -0.03 0.3558
N 3.4791 -1.8151 -7.0400 0.01 0.00 0.01 -0.6651
C 3.3764 -1.2897 -5.7326 0.00 0.00 0.01 1.0954
C 2.9759 -2.1055 -4.6782 -0.01 0.00 -0.01 -0.8106
C 2.8978 -1.5982 -3.3924 0.01 0.03 -0.04 -0.4213
C 3.2163 -0.2693 -3.1546 0.04 0.02 0.05 -0.6577
C 3.6273 0.5489 -4.1942 0.01 -0.04 -0.04 -0.2175
C 3.7130 0.0383 -5.4804 0.01 0.00 0.02 -0.7465
S 3.0554 0.3653 -1.5014 -0.03 -0.10 -0.15 1.4892
O 3.4247 -0.7209 -0.6337 -0.01 0.01 0.05 -0.7546
O 3.8351 1.5772 -1.4415 0.01 0.08 0.00 -0.8043
N 1.4784 0.6274 -1.3068 -0.04 0.07 0.18 0.1482
C 0.8233 1.5347 -2.0550 -0.01 -0.12 0.03 0.0604
N -0.4797 1.6394 -1.6894 0.17 -0.05 0.09 0.3822
C -1.2400 2.4874 -2.3472 -0.05 -0.04 -0.01 0.1441
C -0.7523 3.2664 -3.3916 0.03 0.00 -0.04 -1.0434
C 0.5817 3.0717 -3.7081 0.00 -0.01 0.03 -0.2719
N 1.3771 2.2260 -3.0725 -0.01 0.04 0.04 -0.4588
H 2.8625 -2.6008 -7.1852 -0.01 -0.01 0.00 0.2364
H 3.3188 -1.1162 -7.7498 -0.01 0.01 -0.01 0.2178
H 2.6979 -3.1364 -4.8683 0.01 0.00 0.00 0.2582
H 2.5629 -2.2178 -2.5720 -0.01 -0.02 0.02 0.5387
H 3.8569 1.5830 -3.9805 0.01 -0.01 -0.01 0.4508
H 4.0304 0.6751 -6.3001 0.01 0.00 0.00 0.2740
H -2.2790 2.5437 -2.0335 0.01 0.01 0.00 0.1960
H -1.3763 3.9661 -3.9287 -0.01 -0.01 0.01 0.3930
H 1.0417 3.6255 -4.5245 -0.01 0.01 -0.01 0.3645
```
Positions in Å, forces in eV/Å.

Output
Expectation value of S²: 2.030
HOMO-LUMO gap (spin up / spin down), eV: 4.82 / 6.54
Spin multiplicity: 3
Highest occupied orbital energy (spin up / spin down), eV: -0.468 / -2.189
Lowest unoccupied orbital energy (spin up / spin down), eV: 4.35 / 4.35
Charge: -2

***

(2)
A molecular structure, C44H42AsN3O2S2V in a non-equilibrium geometry. Source: OMol25; level of theory: wB97M-V/def2-TZVPD.

```
95
Properties=species:S:1:pos:R:3:forces:R:3:mulliken_charge:R:1
V 2.0354 -1.0692 -0.1939 1.07 -1.41 -2.85 0.0987
C 1.1873 4.0409 -2.0361 0.15 0.65 -1.11 -1.5863
C 1.9931 2.8054 -1.6978 -1.28 -1.99 0.64 0.7891
C 3.2206 2.8827 -0.8371 1.29 -0.08 1.37 0.8357
C 3.7633 4.1274 -0.5804 1.53 -0.81 0.59 -0.6554
C 4.9012 4.3260 0.2527 -0.70 -0.97 0.87 -1.0199
C 5.3427 3.2733 1.0814 -2.99 -0.57 -2.39 -0.7538
C 4.7400 1.9358 0.8872 1.57 0.71 0.37 0.0705
C 5.2128 0.7909 1.8191 0.51 0.76 -1.23 -0.0730
C 4.4644 0.8270 3.1480 -0.99 -1.23 -0.05 -1.2047
C 3.8546 1.7207 -0.1593 -0.77 0.83 -1.83 -0.6317
N 3.5284 0.3854 -0.7662 -0.20 1.56 -0.37 1.1938
C 3.9243 0.1879 -2.0286 0.40 1.84 1.06 -0.3711
C 3.1600 -0.6704 -2.8211 -1.41 -1.59 -0.24 0.5884
C 3.5103 -1.5058 -3.8924 0.44 0.07 0.49 -1.0192
C 2.5887 -2.5852 -3.9267 -0.37 1.47 0.29 -0.6941
C 1.6084 -2.2721 -2.9981 -0.47 0.67 1.15 -0.2889
N 1.9180 -1.0863 -2.2811 0.53 -2.08 0.16 0.0480
H 0.4203 3.8786 -2.8389 0.66 -0.40 0.78 0.3468
H 1.8665 4.7763 -2.5058 -0.48 0.13 0.54 0.4395
H 0.6461 4.4229 -1.1708 0.31 0.34 0.00 0.3166
H 2.2400 2.2942 -2.6145 0.04 -0.37 -0.45 0.2316
H 1.2866 2.1187 -1.1446 0.58 0.30 -0.66 -0.1851
H 3.3947 4.9749 -1.0946 -0.48 0.69 -0.35 0.3385
H 5.2914 5.3504 0.3412 0.00 -0.66 0.05 0.3602
H 6.0141 3.5105 1.8554 0.94 -0.27 0.82 0.4977
H 6.3162 0.9656 1.9792 -1.08 -0.49 -0.04 0.4681
H 5.0704 -0.1956 1.3157 0.15 0.76 0.28 -0.2448
H 3.3496 1.0038 3.0384 1.31 0.08 0.01 0.1837
H 4.9137 1.5142 3.8470 -0.13 0.40 0.18 0.4281
H 4.5551 -0.1857 3.5793 -0.03 0.39 0.17 0.3759
H 4.7926 0.7418 -2.5147 -1.05 -0.54 0.98 0.2989
H 4.3870 -1.2875 -4.4954 -0.13 -0.48 0.01 0.4986
H 2.5098 -3.4467 -4.5564 0.28 -0.05 -0.44 0.5054
H 0.6664 -2.8697 -2.8442 1.16 1.03 0.09 0.3900
C 5.2502 -3.8230 0.6334 0.36 -0.83 0.21 -1.4546
C 3.8997 -3.3626 0.2105 -0.08 1.64 -1.55 1.0122
O 3.8048 -2.1081 -0.0397 -1.12 -0.82 1.26 -0.0781
C 2.8455 -4.2949 -0.0212 -1.41 -1.30 -0.89 0.0772
C 3.2459 -5.6301 -0.3644 -3.71 -0.88 0.66 -1.1201
C 2.2477 -6.6499 -0.4627 1.57 0.98 -0.28 -0.7663
C 0.9032 -6.3169 -0.2885 -0.82 -0.94 1.10 -0.3057
C 0.4525 -5.0512 0.0674 0.49 0.14 -1.04 -0.9162
C 1.3864 -3.9919 -0.0647 0.99 0.86 0.83 1.2408
O 0.9308 -2.7491 -0.1223 0.78 -0.18 1.14 -0.2179
H 5.5167 -3.2996 1.5880 -0.16 -0.72 -0.73 0.3092
H 6.0048 -3.5662 -0.1208 -0.25 0.34 0.14 0.3314
H 5.2534 -4.9354 0.6780 0.27 1.05 0.73 0.4809
H 4.2360 -5.8462 -0.6309 1.21 -0.37 0.07 0.5459
H 2.4880 -7.7177 -0.6259 0.10 0.98 -0.21 0.3747
H 0.1956 -7.1747 -0.3376 0.38 0.88 0.09 0.3506
H -0.6108 -4.8159 0.2738 0.82 -0.20 -0.43 0.3533
S 0.7377 0.2698 1.1943 -0.28 1.11 0.35 -0.4455
C 0.0279 -0.5676 2.4903 0.06 -1.01 1.41 0.2618
N -0.6472 -1.7168 2.4264 1.47 -0.44 -0.36 -0.0082
C -0.9173 -2.3954 3.7222 -1.80 -0.82 -0.84 -0.6536
C -0.3381 -1.5769 4.8205 1.29 -0.29 2.67 -0.3953
S 0.2764 0.0032 4.2107 -0.61 -0.43 -2.35 -0.0187
H -0.5684 -2.3041 1.5493 -0.17 1.12 0.99 0.1464
H -0.6106 -3.4832 3.7288 0.02 1.35 -0.23 0.2896
H -2.0053 -2.3903 3.8874 0.17 -0.21 -0.46 0.2857
H 0.5509 -2.1025 5.2476 -0.66 0.45 -0.16 0.2861
H -1.0490 -1.4112 5.6788 0.64 -0.14 -1.05 0.3959
C -5.4738 1.1645 -4.8547 1.02 -0.53 0.26 -0.4960
C -4.5522 2.1867 -4.5820 -0.98 1.61 -0.63 -0.4604
C -4.0105 2.3386 -3.3147 0.90 -0.73 0.03 -0.3371
C -4.2945 1.3963 -2.3276 -0.02 0.11 0.93 0.5201
C -5.1595 0.3555 -2.5801 -1.12 -0.57 -1.47 -0.1073
C -5.6748 0.1886 -3.8903 -0.68 -0.03 0.62 -0.5857
As -3.3493 1.4112 -0.5866 -1.84 -0.05 1.15 0.1147
C -4.1312 2.9572 0.3906 1.32 0.91 -1.31 0.5863
C -3.5773 4.2745 0.3205 -1.68 -2.69 0.52 -0.8008
C -4.0184 5.1812 1.2165 1.18 2.38 0.26 -0.5127
C -5.0305 4.8869 2.1051 -0.58 1.19 0.82 -0.4864
C -5.6358 3.6777 2.1327 -0.71 -1.99 0.51 -0.8585
C -5.1283 2.6516 1.2715 -1.28 0.56 1.97 0.4654
C -5.5162 1.2320 1.4107 1.02 -0.35 -1.97 0.5181
C -6.4305 0.6256 2.2432 -1.38 0.40 0.34 -0.1303
C -6.6438 -0.7563 2.1929 0.64 -0.06 0.78 -0.7822
C -5.8059 -1.5481 1.4123 0.24 -0.99 0.43 -0.3505
C -4.8170 -0.9658 0.5881 -1.71 0.52 1.00 -0.4564
C -4.7760 0.4276 0.5027 1.50 -0.68 0.12 -0.3210
H -5.9497 1.0419 -5.8190 0.12 0.24 -0.05 0.3724
H -4.4235 3.0179 -5.3212 0.12 -1.01 0.60 0.2997
H -3.2418 3.0796 -3.0796 -0.43 0.11 -0.35 0.2744
H -5.5982 -0.3022 -1.8312 0.71 0.05 0.05 0.2842
H -6.3367 -0.6738 -4.1124 0.44 0.71 0.25 0.3259
H -2.8886 4.4504 -0.4338 1.47 0.64 -1.02 0.6026
H -3.5179 6.1799 1.3047 -0.65 -0.92 -0.32 0.2995
H -5.3511 5.6768 2.7805 0.01 -0.19 0.00 0.3696
H -6.4330 3.4458 2.9106 1.08 0.33 -1.26 0.1683
H -7.0903 1.2424 2.8844 0.62 -0.43 -0.28 0.2824
H -7.3064 -1.2268 2.9421 0.20 0.33 -0.77 0.3379
H -5.8625 -2.6632 1.5677 0.08 1.28 -0.51 0.3108
H -4.1561 -1.6268 0.0821 0.51 -0.18 -0.66 0.6162
```
Positions in Å, forces in eV/Å.

Output
Expectation value of S²: 2.018
HOMO-LUMO gap (spin up / spin down), eV: 6.16 / 6.61
Spin multiplicity: 3
Highest occupied orbital energy (spin up / spin down), eV: -10.084 / -10.084
Lowest unoccupied orbital energy (spin up / spin down), eV: -3.93 / -3.47
Charge: +1

***

(3)
2 unconnected molecules or ions with the total composition F2H2O2Si in a non-equilibrium geometry. Source: OMol25; level of theory: wB97M-V/def2-TZVPD.

```
7
Properties=species:S:1:pos:R:3:forces:R:3:mulliken_charge:R:1
O 0.3115 -0.1911 0.6491 0.40 -0.01 0.40 -0.5006
Si -0.5029 -0.1859 -0.6106 -1.14 0.33 0.16 0.7591
O -0.0250 -0.3459 -2.1117 0.66 -0.16 -0.34 -0.4379
F -2.0785 0.0410 -0.6472 0.47 -0.11 0.06 -0.2417
H -0.5861 -0.3228 -2.8863 -0.24 0.03 -0.01 0.3726
F 1.6349 0.6730 3.1976 -0.26 -0.25 -0.55 -0.4106
H 1.2462 0.3316 2.4090 0.12 0.18 0.28 0.4591
```
Positions in Å, forces in eV/Å.

Output
HOMO-LUMO gap, eV: 11.33
SMILES: O=[Si](O)F.F
Highest occupied orbital energy, eV: -12.093
Lowest unoccupied orbital energy, eV: -0.77

***

In a.u., the DFT total energy values for the records above are, in order, -3450.7434, -5992.5198, -641.0337.